C32H90F3FeN14O16 | wB97M-V/def2-TZVPD

Output
- Spin multiplicity: 6
- Frontier orbital gap (alpha / beta): 8.657 / 5.650 eV
- M: 1039.99 Da
- Energy: -4806.6412 a.u.
- Expectation value of S²: 8.7636
- Charge: +2
- LUMO energy (alpha / beta): -4.10 / -7.11 eV
- HOMO level (alpha / beta): -12.76 / -12.76 eV

Each line ends with the Mulliken charge.
Atoms and positions in Å:
O (8.34921, 3.36813, 21.85509)  -0.5431
C (16.93974, 3.26520, 12.78546)  -1.1427
H (16.90055, 5.75084, 25.25085)  0.2062
H (14.48580, 2.06383, 13.15948)  -0.2332
H (11.10333, 3.85188, 23.63527)  -0.0118
H (10.35610, -3.43744, 24.60903)  0.3395
H (13.01161, 4.67653, 24.20073)  0.0607
H (13.67123, 0.27013, 25.14535)  0.1645
C (9.88441, -0.75124, 16.33535)  -1.3085
H (17.69319, 1.71270, 15.81290)  0.3246
C (12.68051, 2.07706, 20.74614)  -0.1004
C (12.13047, 6.91559, 19.09581)  0.4200
C (13.78631, 3.08216, 20.23883)  -0.5788
H (19.51597, 3.22191, 22.13088)  0.2444
H (15.89094, -3.01924, 19.03171)  0.4020
N (16.33430, 5.55866, 24.43688)  -0.2337
N (18.96324, 2.53428, 22.62258)  -0.5012
H (14.55101, -0.65853, 19.47915)  -0.8004
H (14.71309, 2.07699, 17.74785)  -0.5280
H (8.51314, 2.30352, 17.49845)  0.0887
C (16.70144, 6.12857, 23.36935)  0.5711
N (13.60668, 1.19204, 24.73792)  0.0235
H (7.96249, 3.45689, 24.34033)  0.4189
O (14.04517, 4.25694, 20.96131)  1.2502
H (9.74267, -0.20413, 17.26737)  0.2714
H (17.93231, 3.77780, 18.00029)  0.2304
H (8.96279, 5.75681, 19.07381)  0.1605
H (10.60729, 0.18902, 23.52501)  0.0468
H (11.74139, -3.68411, 23.59491)  0.3791
H (8.64062, 2.09866, 14.76891)  0.4346
H (12.55113, -0.07363, 12.09011)  0.2783
H (14.08947, 0.60882, 14.15913)  0.0626
F (12.62484, 1.82422, 22.08930)  -0.1088
H (13.36307, 0.68127, 9.76404)  0.4473
C (13.72965, 2.54172, 17.81829)  0.3571
H (16.17073, 1.08100, 22.46057)  0.0834
C (13.41517, 3.35217, 16.57953)  -1.1858
H (14.45952, 1.02176, 26.74550)  0.1514
H (18.76345, 2.53315, 13.70271)  0.3610
H (14.91514, 2.71290, 27.09866)  0.2461
C (11.71510, 4.80847, 13.25056)  -1.0513
H (17.66135, 5.26740, 16.63105)  0.0237
H (18.06113, 7.06004, 24.41906)  0.1484
C (17.76665, 2.88571, 13.96767)  0.3149
N (11.82555, 7.47216, 23.73381)  -0.4397
H (13.09690, 1.32368, 23.87600)  0.0742
H (11.10977, 5.42810, 11.20293)  0.3164
O (13.53032, 6.61038, 22.59382)  -0.5183
H (16.46876, 0.52338, 18.35918)  0.0067
H (16.72772, -0.08612, 19.98412)  0.0959
H (8.49657, 2.33702, 19.20233)  0.1787
C (17.75108, 2.39367, 22.18478)  0.6522
H (14.72586, 1.35231, 10.51391)  0.3522
H (10.35098, 7.84927, 18.63349)  0.1520
H (14.73749, 2.55407, 20.30572)  -0.0878
N (11.90590, 6.37522, 17.93039)  -0.1481
H (13.98352, -2.24966, 17.38092)  0.3578
H (9.88533, 2.06542, 15.77248)  -0.2609
H (8.28395, 5.24035, 13.41737)  0.4434
H (9.42119, 4.88384, 14.76158)  0.1524
H (12.28428, 5.46400, 17.71457)  -0.0777
C (16.63269, 5.27893, 18.43740)  0.4232
H (12.35635, 3.58566, 16.46776)  -0.0744
H (15.97558, 3.67605, 13.08495)  0.0882
C (9.50206, 1.45681, 14.95346)  -0.7972
H (17.27813, -0.98242, 18.42572)  0.4924
C (9.14656, 0.00947, 15.28024)  0.4279
H (7.59065, 2.77976, 21.85610)  0.3274
H (14.34220, -1.13968, 11.12746)  0.3281
O (13.04888, 6.67528, 19.80709)  -0.3510
H (9.17550, -0.63821, 14.40400)  0.3147
C (13.52660, 0.39998, 11.97944)  0.2540
H (16.87023, 2.45800, 12.05629)  0.3215
C (9.13147, 4.01376, 18.27001)  0.6029
H (12.91439, 1.60080, 13.52548)  -0.0269
N (12.67069, 5.61571, 24.34839)  -0.0707
H (19.24586, 2.06612, 23.47173)  0.1401
O (10.19514, 5.35573, 11.48545)  -0.5701
H (11.12600, 6.72201, 17.39039)  0.1856
C (11.37997, -3.10248, 24.44295)  -1.5608
C (14.82397, -1.56306, 17.48257)  -1.1851
F (12.92939, 0.82725, 20.21162)  -0.2843
C (10.36150, 5.44063, 12.89115)  0.6329
H (16.73037, 0.92655, 14.64111)  0.5218
H (11.97413, -3.41790, 25.30061)  0.3959
N (14.53269, 1.99786, 26.49654)  -0.3955
H (12.56569, -1.30599, 23.84907)  0.1608
O (14.45531, -0.70676, 11.97680)  -0.5860
C (10.53487, -0.89721, 23.47070)  -1.1005
H (7.82418, 1.80498, 23.80613)  0.5337
N (17.11766, 5.75361, 17.32971)  -0.3129
N (17.69113, 6.92458, 23.48909)  -0.3789
H (11.82967, 4.64764, 14.32252)  -0.1173
O (15.58813, -2.37428, 19.67508)  -0.5893
F (11.42267, 2.36859, 20.34802)  -0.0110
H (11.99246, 5.74530, 25.08548)  0.1965
N (11.11086, 7.79227, 19.29639)  -0.4501
N (8.56828, 2.85863, 18.34043)  -0.2915
H (18.78212, 4.52774, 14.43629)  0.2805
H (10.43375, 6.50970, 13.09102)  0.2278
H (9.47275, -1.73854, 16.54480)  0.3937
H (10.74136, -0.98368, 25.98569)  0.3195
H (10.47857, -1.23268, 22.43512)  0.4208
C (13.66505, 1.17288, 10.68883)  -1.2958
H (9.10279, 3.72498, 13.46632)  0.1865
C (8.54661, 2.58678, 24.04063)  -1.5993
C (10.30050, 4.12612, 22.95091)  -0.7259
O (16.17946, 5.85873, 22.24561)  -0.5691
H (11.63154, 8.11811, 22.98200)  0.2129
H (13.05302, 1.69249, 17.91357)  0.4709
H (13.93351, 4.30288, 16.45480)  0.6205
H (11.11533, 8.32515, 20.15435)  0.1734
H (12.53019, 5.41834, 12.86096)  0.4866
H (9.57966, -1.07196, 23.96581)  0.4375
O (17.30986, 3.09540, 21.30670)  -0.5625
C (12.77309, 6.59417, 23.53772)  0.6670
N (8.75171, 4.78373, 19.24314)  -0.2600
H (15.66276, -2.08208, 17.01874)  0.4734
O (11.56362, -0.92253, 25.49402)  -0.5746
O (9.78974, 4.40112, 17.30589)  -0.4375
C (11.58673, -1.57752, 24.24406)  0.8041
C (14.05706, 2.29341, 25.32068)  0.4361
H (9.75009, 2.13483, 22.28454)  -0.1813
H (17.50130, 0.95070, 23.56723)  0.1607
H (8.51311, 4.25069, 20.06716)  0.1038
O (13.97148, 3.41343, 24.86775)  -0.6697
N (17.09002, 1.38156, 22.75157)  -0.2896
H (7.60118, -0.89033, 15.89697)  0.3091
O (13.64780, 3.53662, 18.88899)  0.2899
H (10.66476, 4.49520, 21.99217)  -0.0095
H (14.55490, -0.64242, 16.96476)  0.0686
H (17.41851, 4.06323, 12.21798)  0.4621
H (16.90477, 6.73506, 17.22230)  0.2647
O (15.80862, 5.76499, 19.21307)  -0.3338
H (11.81618, 3.87678, 12.69395)  0.3425
H (18.06421, 7.50091, 22.74832)  0.2746
H (11.25905, 7.32644, 24.55718)  0.1612
N (17.15197, 4.05957, 18.57627)  0.0903
H (16.70476, 3.49795, 19.28670)  -0.2116
O (7.78819, 0.02190, 15.66359)  -0.5781
O (18.00865, 4.04198, 14.73193)  -0.4991
C (15.30305, -1.20802, 18.91294)  1.6527
H (13.61275, 2.74957, 15.69300)  0.1635
H (9.91772, 5.02465, 23.43486)  0.5903
C (16.53374, -0.38727, 18.95467)  -0.8547
H (9.23513, 2.12361, 24.74739)  0.2957
Fe (14.69294, 6.17940, 20.95320)  1.2216
C (13.87430, 1.16580, 13.24721)  0.1570
H (13.09697, 2.10038, 10.76051)  0.2084
C (9.25670, 2.98708, 22.75180)  0.8499
C (9.23441, 4.78311, 13.69243)  -1.0350
H (15.70172, 4.77669, 24.34496)  0.0326
H (10.96997, -0.66642, 16.28569)  0.2834
H (16.07430, 2.29248, 15.24455)  -0.2539
H (10.16124, 1.55134, 14.09052)  0.4600
C (17.05592, 1.91895, 14.95299)  -0.7396

Cartesian forces (eV/Å) of the 2 atoms listed first:
O -2.8398 1.9488 -3.0230
C 0.1766 0.2175 -1.0960